C38H49AsAuN2O4S3Si | wB97M-V/def2-TZVPD

Geometry as XYZ:
```
99
Properties=species:S:1:pos:R:3:forces:R:3
Au -0.2398 -0.1518 0.3583 1.534 -0.346 -0.616
C 1.3924 2.9932 -2.1531 -0.125 -0.392 -2.465
C 2.2431 2.8910 -0.9908 0.793 -0.978 -0.235
N 2.7000 1.7530 -0.5482 -0.060 1.301 0.393
C 3.4519 1.9998 0.5871 -1.392 1.691 -0.945
C 3.5184 3.3461 0.9684 0.484 0.761 -0.217
S 2.8132 4.3582 -0.2102 0.043 -0.869 1.293
C 3.8174 0.9989 1.4394 1.619 -2.068 1.576
C 4.5489 1.1492 2.6704 -0.901 0.491 -0.428
S 4.4060 -0.2654 3.5860 0.482 0.165 -0.991
C 3.7612 -1.1286 2.1094 0.794 1.638 -0.793
N 3.5251 -0.2992 1.1244 -0.152 -1.648 1.293
C 3.8863 -2.6256 2.0667 1.319 0.733 0.594
H 0.8991 2.0369 -2.3528 -0.126 0.203 0.323
H 1.9785 3.1671 -3.0891 0.090 -0.145 0.698
H 0.7052 3.8189 -2.1793 -0.504 0.249 0.520
H 3.9355 3.6972 1.9101 -0.047 0.157 -0.455
H 5.0863 2.0820 2.9341 -0.628 -0.925 0.291
H 2.9306 -3.0274 1.7986 -0.611 -0.621 0.250
H 4.2993 -2.9164 3.1087 -0.809 -0.205 -2.042
H 4.5737 -2.8864 1.1934 -0.613 0.304 1.390
S 0.8374 -1.9790 -0.5952 -0.993 0.554 0.305
C -0.4099 -2.5005 -1.7133 -0.498 -0.991 -0.687
C -1.3181 -3.5162 -1.3090 -0.388 1.899 -0.819
C -2.4373 -3.6677 -2.1004 -1.785 0.618 -1.970
C -2.6519 -2.8743 -3.2875 -0.017 -1.812 1.543
C -1.6307 -2.1263 -3.7838 -0.843 0.558 -0.772
C -0.5171 -2.0013 -3.0423 3.684 0.453 1.159
As 1.3193 -1.4888 -3.7784 -0.484 0.626 0.824
C 1.1449 -1.7620 -5.7487 0.367 -1.036 0.862
C 1.8971 -1.0393 -6.6661 1.015 2.029 1.494
C 2.0470 -1.3818 -7.9754 -1.465 -1.111 0.226
C 1.4319 -2.5680 -8.4083 0.509 0.664 -0.504
C 0.6628 -3.3359 -7.5497 0.448 2.213 1.414
C 0.5098 -2.8976 -6.1944 -0.127 -0.707 -1.913
C 2.1723 -3.1617 -3.0994 0.480 -1.910 -0.334
C 3.3658 -3.3079 -2.3045 -1.087 1.113 -1.483
C 3.8868 -4.5986 -2.0755 -0.982 0.304 -1.227
C 3.3645 -5.7756 -2.6480 -0.255 1.389 -0.143
C 2.1486 -5.6267 -3.3224 0.153 -0.427 0.365
C 1.5626 -4.3752 -3.5179 -0.543 0.132 -0.058
H -1.3453 -3.8847 -0.3144 0.433 -0.629 0.630
H -3.2849 -4.3332 -1.8801 0.705 0.203 0.417
H -3.5474 -2.9375 -3.8754 -0.455 -0.297 0.146
H -1.7480 -1.6008 -4.7229 0.195 -0.148 -0.163
H 2.4113 -0.1127 -6.3327 -0.448 -0.614 -0.075
H 2.4269 -0.6522 -8.6454 0.770 0.116 -0.621
H 1.5739 -2.7775 -9.4662 -0.376 -0.451 0.184
H 0.0690 -4.0997 -7.9420 -0.589 -1.395 -0.322
H -0.1436 -3.4402 -5.5416 -0.189 -0.279 0.060
H 3.8879 -2.3321 -2.0530 -0.446 -1.582 0.153
H 4.7761 -4.6682 -1.5503 1.708 -0.083 1.014
H 3.9152 -6.7326 -2.6644 -0.487 0.665 0.444
H 1.6574 -6.5460 -3.6386 -0.089 0.375 -0.293
H 0.5613 -4.3682 -4.0195 1.163 0.065 0.548
C -0.9236 -1.2517 3.2563 -0.961 -1.893 0.024
C -1.2085 -0.2304 4.3449 0.357 -0.049 0.905
C -2.3517 -0.7797 5.2425 1.477 0.405 -0.354
C 0.0803 0.0559 5.1817 -0.058 0.095 -0.550
O -1.5677 0.9944 3.8081 -0.536 0.851 -0.230
Si -1.7287 1.7553 2.3811 -0.689 -0.431 -1.300
O -0.4085 1.5438 1.4215 -1.120 -0.005 0.455
O -3.1664 1.2299 1.6416 1.405 -0.123 1.993
C -4.1305 1.8775 0.8156 0.357 0.010 0.960
C -4.8019 3.0753 1.5322 1.020 1.078 -0.721
C -3.3639 2.2674 -0.3784 1.324 2.540 -2.325
C -5.1293 0.8318 0.4591 -1.811 0.608 -0.846
O -1.9478 3.3083 2.7452 0.046 1.802 0.436
C -1.2085 4.3107 3.5519 0.195 -2.390 -0.936
C -1.6101 4.1472 5.0149 -0.110 -0.292 0.818
C 0.2975 4.0612 3.1852 -1.186 -0.755 -0.545
C -1.6773 5.6550 3.2029 -1.406 1.686 -1.463
H -1.0411 -2.3020 3.6429 0.186 0.879 -0.012
H 0.1051 -1.2071 2.9129 -0.001 0.296 -0.505
H -1.7075 -1.2352 2.4425 0.961 0.388 0.616
H -1.8257 -1.6353 5.7074 -1.248 -0.072 -0.056
H -3.2412 -0.9401 4.6322 0.174 -0.681 0.054
H -2.6500 -0.0707 6.0034 0.210 0.259 0.271
H 0.4041 -0.8082 5.7459 -0.068 -0.226 0.391
H 0.0028 0.9482 5.8178 -0.455 -0.439 0.048
H 0.9139 0.2974 4.5141 -0.118 -0.055 -0.318
H -4.1348 3.9829 1.4649 -0.706 -0.877 -0.130
H -4.9062 2.9377 2.5948 -0.288 -0.545 0.371
H -5.7735 3.3113 1.0748 0.281 -0.083 0.141
H -3.2813 3.3729 -0.4837 0.382 -0.474 0.474
H -3.7561 2.0638 -1.3514 -1.021 -0.726 -0.561
H -2.3582 1.8442 -0.4497 -0.091 0.076 0.476
H -5.6757 0.5262 1.3574 -0.286 0.031 -0.391
H -4.6682 -0.0147 0.0203 0.792 -0.997 -0.181
H -5.7748 1.2187 -0.4007 0.294 -0.333 1.517
H -2.1013 3.1756 5.2190 0.581 0.383 -0.210
H -2.3846 4.9345 5.2762 1.231 -0.896 0.031
H -0.6768 4.2301 5.6065 -0.777 0.111 0.220
H 0.4940 2.9807 3.3614 0.116 0.690 -0.268
H 0.9730 4.6333 3.7625 0.640 0.761 0.967
H 0.5072 4.3313 2.1177 -0.492 -0.476 0.765
H -2.7736 5.7512 3.5038 1.359 -0.008 -0.807
H -1.5184 5.9270 2.1238 -0.284 -0.277 0.908
H -1.1320 6.3731 3.8130 0.055 0.154 0.031
```
Positions in Å, forces in eV/Å.

Its charge is +1. The HOMO energy (spin up / spin down) comes out at -10.41 / -10.38 eV. The electronic energy is -5743.13304 hartree. The value obtained for the largest force on an atom is 3.89 eV/A. As for the multiplicity: 3. The expectation value of S² is 2.0409.

=====

C38H49MgN3O2PSi2Te | wB97M-V/def2-TZVPD

Geometry as XYZ:
```
97
Properties=species:S:1:pos:R:3:forces:R:3
Mg 2.0867 0.6013 0.5627 -0.046 0.165 0.365
C 2.6944 -3.6690 0.9158 0.024 -0.020 0.026
C 3.0511 -2.1993 0.9865 -0.102 -0.164 0.095
O 2.0719 -1.4049 0.7316 0.042 0.251 -0.196
C 4.3358 -1.8440 1.3214 0.056 -0.045 -0.032
C 4.8499 -0.5028 1.3556 -0.098 -0.058 0.097
C 6.3340 -0.3117 1.5122 -0.005 0.073 0.018
N 4.0630 0.5126 1.2126 0.184 0.100 -0.123
N 4.6708 1.7756 1.1511 -0.008 -0.106 -0.019
C 3.9976 2.5301 0.3216 0.323 0.233 0.247
O 2.9908 2.1783 -0.3842 -0.315 -0.151 -0.063
C 4.4401 3.9605 0.2528 0.049 -0.044 -0.091
C 5.7342 4.3473 0.5930 -0.040 -0.028 0.012
C 6.1044 5.6809 0.5285 0.028 0.013 0.007
C 5.1848 6.6452 0.1328 0.040 0.038 0.008
C 3.8939 6.2642 -0.1998 -0.044 0.014 -0.020
C 3.5265 4.9273 -0.1465 0.007 0.023 -0.021
H 2.1351 -3.8592 -0.0028 0.011 0.014 -0.011
H 2.0403 -3.9232 1.7536 -0.013 0.027 -0.002
H 3.5703 -4.3161 0.9517 0.006 0.010 0.004
H 5.0440 -2.6437 1.4929 -0.003 0.005 -0.001
H 6.8316 -1.2655 1.6773 0.006 -0.010 0.002
H 6.5379 0.3658 2.3419 -0.001 0.000 0.001
H 6.7457 0.1659 0.6219 -0.002 -0.017 -0.010
H 6.4333 3.5866 0.9127 0.006 -0.008 0.000
H 7.1154 5.9716 0.7891 -0.002 0.007 -0.001
H 5.4757 7.6881 0.0871 -0.001 -0.002 0.000
H 3.1645 7.0077 -0.5005 0.008 0.005 0.005
H 2.5233 4.6178 -0.4001 0.008 -0.026 0.012
N 0.2587 1.3067 0.8698 0.206 -0.168 -0.338
P -0.5992 1.7738 -0.3036 -0.003 -0.256 0.238
C -0.2861 1.0302 -1.9650 -0.108 0.107 -0.094
C 0.5742 -0.0548 -2.0625 0.059 -0.219 0.025
C 0.8563 -0.6429 -3.2891 0.006 0.042 -0.021
C 0.2698 -0.1534 -4.4449 0.071 -0.045 -0.009
C -0.5914 0.9319 -4.3674 -0.009 0.026 -0.027
C -0.8573 1.5188 -3.1413 0.007 0.095 -0.008
C -2.3876 1.4324 0.0066 -0.011 0.066 -0.081
C -3.4260 1.5597 -0.9134 0.004 -0.033 -0.024
C -4.7355 1.2812 -0.5467 -0.005 0.025 -0.019
C -5.0238 0.8921 0.7554 -0.052 -0.004 -0.020
C -3.9973 0.7706 1.6800 -0.006 -0.035 0.052
C -2.6861 1.0297 1.3039 0.013 -0.029 0.051
C -0.6254 3.5579 -0.7248 -0.080 0.022 0.032
C 0.3120 4.1055 -1.5954 0.083 0.015 -0.048
C 0.3517 5.4739 -1.8233 -0.003 -0.013 0.012
C -0.5412 6.3139 -1.1729 -0.010 0.022 0.011
C -1.4670 5.7794 -0.2873 -0.001 0.065 -0.012
C -1.5055 4.4114 -0.0656 -0.071 0.022 0.012
H 1.0177 -0.5084 -1.1798 -0.153 0.031 -0.051
H 1.5326 -1.4876 -3.3282 -0.005 -0.009 -0.016
H 0.4841 -0.6114 -5.4028 0.001 -0.002 0.001
H -1.0479 1.3294 -5.2658 0.000 0.004 0.000
H -1.4937 2.3953 -3.1091 0.003 0.002 0.017
H -3.2225 1.8752 -1.9288 0.006 -0.001 -0.001
H -5.5307 1.3742 -1.2769 -0.004 -0.005 0.009
H -6.0463 0.6772 1.0422 0.003 0.001 0.008
H -4.2138 0.4591 2.6950 -0.010 -0.002 -0.001
H -1.8569 0.9199 1.9943 0.007 -0.007 -0.001
H 1.0395 3.4645 -2.0794 -0.012 -0.041 0.007
H 1.0962 5.8824 -2.4958 -0.006 0.011 -0.009
H -0.5093 7.3827 -1.3477 -0.001 -0.002 0.000
H -2.1607 6.4286 0.2332 0.007 0.009 -0.002
H -2.2310 4.0052 0.6302 0.012 -0.019 -0.015
C -1.2129 -5.9448 3.8613 0.002 0.080 0.002
Si -1.2545 -4.1914 3.1644 0.027 0.021 -0.075
C -2.9202 -3.4319 3.5928 0.066 -0.033 -0.008
C 0.1302 -3.1885 3.9366 -0.068 -0.052 0.020
C -1.0370 -4.2531 1.3006 -0.070 -0.053 0.104
Te -1.1183 -2.2635 0.4764 0.084 0.135 -0.050
C -3.1996 -2.4234 -0.0482 -0.006 -0.092 -0.063
Si -3.4552 -2.9849 -1.8136 -0.036 -0.044 0.054
C -2.6467 -1.7765 -2.9965 -0.011 -0.081 0.056
C -2.7456 -4.7082 -2.0731 -0.043 0.081 -0.061
C -5.3070 -3.0407 -2.1769 0.077 0.002 0.014
H -1.3134 -5.9399 4.9491 -0.003 0.004 0.022
H -0.2710 -6.4404 3.6177 0.024 -0.004 -0.012
H -2.0248 -6.5511 3.4544 -0.021 -0.008 -0.019
H -3.0193 -3.3333 4.6763 -0.008 -0.004 0.020
H -3.7473 -4.0514 3.2381 -0.006 -0.012 -0.017
H -3.0238 -2.4379 3.1536 0.018 0.020 -0.020
H -0.1338 -2.9011 4.9574 0.010 -0.011 0.016
H 0.3273 -2.2729 3.3759 -0.017 0.017 -0.033
H 1.0599 -3.7593 3.9858 0.016 -0.017 -0.016
H -1.8243 -4.8237 0.8039 -0.006 -0.019 0.002
H -0.0843 -4.6980 1.0117 0.013 0.016 0.002
H -3.6224 -1.4273 0.0844 -0.012 0.097 0.026
H -3.6648 -3.0681 0.7001 -0.041 -0.028 -0.028
H -1.6026 -2.0292 -3.1847 -0.003 -0.016 0.020
H -2.6549 -0.7628 -2.5927 -0.043 0.058 0.032
H -3.1713 -1.7567 -3.9545 0.001 -0.023 -0.037
H -1.6871 -4.7284 -1.8082 0.033 0.006 0.019
H -2.8326 -4.9973 -3.1236 0.001 -0.009 -0.010
H -3.2644 -5.4626 -1.4785 -0.022 -0.004 0.042
H -5.7543 -2.0541 -2.0364 -0.003 0.028 0.009
H -5.8218 -3.7381 -1.5128 -0.011 -0.015 0.020
H -5.5002 -3.3512 -3.2064 0.000 -0.011 -0.019
```
Positions in Å, forces in eV/Å.

Its charge is -1. The HOMO energy comes out at -4.33 eV. The electronic energy is -3180.86809 hartree. The value obtained for the energy above the lowest of the compared OMol25 structures with the same formula, charge and spin is 11.1 kcal/mol. The value obtained for the largest force on an atom is 0.47 eV/A.